(1)
Computed, not measured: a structure of composition C28H34N3O2PSn at a distorted geometry, with the ωB97M-V functional and the def2-TZVPD basis.

**E**: -1957.079198 Ha
**E_HOMO (spin up / spin down)**: -13.03 / -13.03 eV
**Gap between HOMO and LUMO (spin up / spin down)**: 0.10574 / 0.10577 Eh
**Relative energy (zero: lowest compared OMol25 entry of this formula, charge and spin)**: 15.2 kcal/mol
**Charge**: +2

Cartesian coordinates (Å):
C: 4.093 -3.538 -2.049
C: 3.517 -2.408 -2.633
C: 2.421 -1.767 -2.039
C: 1.870 -2.295 -0.869
C: 2.439 -3.444 -0.280
C: 3.577 -4.036 -0.848
C: 1.867 -0.544 -2.732
C: 0.403 -0.544 -3.200
N: -0.506 -1.393 -2.352
Sn: 0.129 -1.212 -0.134
C: 1.828 -4.124 0.942
P: 0.019 -3.932 0.921
H: 3.917 -1.986 -3.556
H: 4.036 -4.905 -0.359
H: 4.942 -4.023 -2.532
H: 2.176 -3.689 1.889
H: 2.034 -5.203 0.982
H: 2.014 0.349 -2.108
H: 2.451 -0.384 -3.642
H: 0.018 0.492 -3.191
C: -0.749 -4.327 2.486
C: -0.357 -5.323 -0.210
H: 0.322 -0.946 -4.228
C: -0.503 -2.799 -2.871
C: -1.896 -0.865 -2.483
H: 0.281 -2.225 1.440
H: -0.854 -2.740 -3.919
H: 0.513 -3.223 -2.840
H: -1.198 -3.411 -2.273
H: -2.200 -0.968 -3.538
H: -2.568 -1.454 -1.847
H: -1.926 0.195 -2.186
H: -0.131 -6.287 0.283
H: -1.413 -5.364 -0.519
H: 0.257 -5.301 -1.128
H: -0.532 -5.356 2.793
H: -0.387 -3.624 3.248
H: -1.842 -4.209 2.399
H: -1.521 -1.529 0.268
O: 1.727 0.381 2.410
C: 0.950 1.101 1.806
N: 0.546 2.401 2.116
C: -0.408 2.941 1.178
C: -0.183 1.949 0.042
O: -0.331 2.142 -1.168
N: 0.340 0.812 0.574
C: -1.832 2.812 1.726
C: -2.881 2.553 0.842
C: -4.191 2.439 1.330
C: -4.461 2.609 2.689
C: -3.406 2.870 3.572
C: -2.086 2.966 3.097
C: -0.031 4.362 0.825
C: -0.836 5.498 1.022
C: -0.230 6.770 1.000
C: 1.134 6.905 0.707
C: 1.891 5.767 0.396
C: 1.293 4.507 0.414
H: 0.747 2.772 3.036
H: -2.650 2.460 -0.229
H: -4.995 2.223 0.621
H: -5.479 2.537 3.069
H: -3.575 3.009 4.641
H: -1.255 3.182 3.784
H: -1.911 5.380 1.208
H: -0.846 7.648 1.214
H: 1.600 7.892 0.721
H: 2.950 5.841 0.137
H: 1.870 3.620 0.135


(2)
Computed, not measured: a cluster of 2 separate species, C3H6Cl2Si in total at a distorted geometry, with the ωB97M-V functional and the def2-TZVPD basis.

**E**: -1327.716416 Ha
**SMILES**: [SiH3]Cl.C=C=CCl
**E_HOMO**: -9.40 eV
**Gap between HOMO and LUMO**: 0.37431 Eh
**Relative energy (zero: lowest compared OMol25 entry of this formula, charge and spin)**: 103.3 kcal/mol

Cartesian coordinates (Å):
C: -1.815 0.797 0.363
C: -1.397 1.749 -0.425
C: -0.829 2.661 -1.191
Si: 1.742 -2.473 0.377
Cl: 1.710 -4.132 1.400
Cl: 0.352 3.766 -0.566
H: -2.675 0.729 0.956
H: -1.103 0.018 0.588
H: -1.108 2.856 -2.207
H: 0.389 -1.659 0.758
H: 2.791 -1.621 0.948
H: 1.942 -2.692 -1.002


(3)
Computed, not measured: a structure of composition C22H22N9O2RhS3 at a distorted geometry, with the ωB97M-V functional and the def2-TZVPD basis.

**E**: -2799.224893 Ha
**E_HOMO (spin up / spin down)**: -12.26 / -12.32 eV
**Gap between HOMO and LUMO (spin up / spin down)**: 0.15834 / 0.15768 Eh
**Charge**: +2

Cartesian coordinates (Å):
Rh: -0.220 0.018 -0.102
N: -1.261 -1.655 -1.561
N: -2.649 -1.678 -1.355
C: -3.309 -0.622 -0.839
N: -4.637 -0.688 -0.767
S: -2.523 0.772 -0.302
H: -1.039 -1.395 -2.528
H: -0.870 -2.578 -1.374
H: -3.182 -2.437 -1.769
H: -5.154 -1.498 -1.070
H: -5.144 0.099 -0.394
N: 5.567 -0.963 -2.028
C: 4.625 -0.791 -1.090
C: 4.966 -0.512 0.248
C: 3.999 -0.408 1.217
C: 2.657 -0.568 0.885
C: 2.291 -0.784 -0.438
C: 3.257 -0.891 -1.416
S: 1.520 -0.604 2.277
O: -1.108 -0.901 2.158
O: 2.104 -1.380 3.312
N: 1.065 0.768 2.856
C: 0.684 1.836 2.168
S: 0.490 3.356 3.001
C: 0.078 4.079 1.498
C: 0.097 3.166 0.492
N: 0.438 1.907 0.873
H: 6.541 -0.890 -1.792
H: 5.325 -1.218 -2.969
H: 6.006 -0.413 0.514
H: 4.263 -0.222 2.245
H: 1.226 -0.927 -0.728
H: 2.974 -1.062 -2.443
H: -0.155 5.122 1.434
H: -0.125 3.364 -0.543
N: -0.914 -3.640 6.722
C: -0.559 -4.678 7.535
C: -0.894 -5.022 8.839
C: -0.329 -6.181 9.349
C: 0.545 -6.971 8.597
C: 0.876 -6.646 7.296
C: 0.286 -5.506 6.737
N: 0.367 -4.985 5.499
C: -0.340 -3.860 5.489
C: -0.463 -3.017 4.344
C: 0.097 -3.520 3.136
C: 0.269 -2.889 1.951
N: 0.083 -1.526 1.680
C: -1.393 -0.863 3.492
C: -1.130 -1.764 4.459
H: -1.507 -2.870 6.989
H: -1.585 -4.431 9.422
H: -0.583 -6.491 10.350
H: 0.967 -7.856 9.047
H: 1.580 -7.225 6.724
H: 0.428 -4.549 3.186
H: 0.751 -3.399 1.130
H: -1.964 0.032 3.694
H: -1.491 -1.489 5.438


(4)
Computed, not measured: a structure of composition C24H26LiN5S at a distorted geometry, with the ωB97M-V functional and the def2-TZVPD basis.

**E**: -1609.699264 Ha
**E_HOMO**: -6.83 eV
**Gap between HOMO and LUMO**: 0.26838 Eh

Cartesian coordinates (Å):
Li: 0.589 -0.517 0.001
C: 3.171 0.246 -1.235
C: 2.274 -0.303 -2.337
N: 0.898 0.049 -2.083
C: 0.535 1.412 -2.393
C: 0.438 2.256 -1.149
C: 0.240 3.634 -1.195
C: 0.124 4.323 0.003
C: 0.193 3.620 1.195
C: 0.399 2.243 1.139
C: 0.446 1.387 2.376
N: 0.907 0.048 2.092
C: 2.306 -0.194 2.362
C: 3.166 0.328 1.219
N: 2.745 -0.330 0.012
N: 0.518 1.604 -0.007
H: 3.056 1.331 -1.172
H: 4.226 0.037 -1.485
H: 2.350 -1.391 -2.320
H: 2.628 0.062 -3.317
H: 0.289 -0.603 -2.550
H: -0.443 1.438 -2.886
H: 1.258 1.866 -3.088
H: 0.173 4.160 -2.137
H: -0.031 5.394 0.008
H: 0.087 4.129 2.142
H: -0.574 1.349 2.773
H: 1.076 1.871 3.141
H: 0.351 -0.633 2.584
H: 2.457 -1.273 2.434
H: 2.630 0.272 3.309
H: 4.232 0.174 1.466
H: 3.008 1.402 1.099
H: 3.002 -1.309 0.046
S: -3.679 -2.339 0.041
C: -4.018 -0.635 0.017
C: -5.233 0.031 0.039
C: -5.234 1.415 0.007
C: -4.038 2.123 -0.045
C: -2.826 1.467 -0.063
C: -2.795 0.074 -0.032
N: -1.679 -0.700 -0.041
C: -1.932 -1.967 -0.006
C: -0.947 -3.007 0.003
C: -1.341 -4.355 0.007
C: -0.396 -5.354 0.008
C: 0.948 -5.003 0.010
C: 1.313 -3.667 0.014
C: 0.410 -2.590 0.009
H: -6.161 -0.515 0.088
H: -6.170 1.954 0.020
H: -4.055 3.206 -0.071
H: -1.903 2.018 -0.100
H: -2.393 -4.614 0.007
H: -0.684 -6.398 0.007
H: 1.706 -5.778 0.010
H: 2.379 -3.448 0.022


(5)
Computed, not measured: a structure of composition C5H6OS2 at a distorted geometry, with the ωB97M-V functional and the def2-TZVPD basis.

**E**: -1065.685372 Ha
**E_HOMO**: -9.23 eV
**Gap between HOMO and LUMO**: 0.30877 Eh
**Relative energy (zero: lowest compared OMol25 entry of this formula, charge and spin)**: 27.2 kcal/mol

Cartesian coordinates (Å):
C: 0.216 0.449 1.733
C: 0.974 -0.548 0.954
C: 0.556 -0.830 -0.511
C: -1.422 0.033 -1.459
C: 0.060 0.466 -1.169
H: 0.848 1.332 1.849
H: -0.756 0.792 1.309
H: 0.076 0.003 2.693
H: 1.356 -1.283 -1.098
H: -2.126 0.669 -0.966
H: -1.570 -0.097 -2.512
O: 1.944 -1.104 1.452
S: -1.099 -1.604 -0.613
S: 0.943 1.724 -1.663


(6)
Computed, not measured: a structure of composition C10H12F6MgN4O6S2 at a distorted geometry, with the ωB97M-V functional and the def2-TZVPD basis.

**E**: -2654.508172 Ha
**E_HOMO**: -9.37 eV
**Gap between HOMO and LUMO**: 0.35031 Eh
**Relative energy (zero: lowest compared OMol25 entry of this formula, charge and spin)**: 7.7 kcal/mol

Cartesian coordinates (Å):
Mg: 0.088 0.274 -0.268
C: 1.879 -2.811 -3.030
F: 0.660 -3.287 -3.148
F: 2.718 -3.836 -3.221
F: 2.060 -1.808 -3.875
S: 2.165 -2.179 -1.230
O: 1.177 -1.104 -0.910
O: 2.030 -3.328 -0.302
O: 3.511 -1.659 -1.211
C: -3.103 1.866 2.324
F: -3.570 2.692 3.306
F: -2.626 0.810 2.952
F: -4.114 1.486 1.546
S: -1.735 2.647 1.263
O: -0.864 3.357 2.224
O: -1.029 1.483 0.575
O: -2.464 3.527 0.338
C: -3.005 -2.022 2.247
C: -1.903 -1.582 1.492
N: -0.997 -1.164 0.870
H: -3.549 -1.178 2.671
H: -2.658 -2.637 3.078
H: -3.668 -2.640 1.642
C: -2.564 -1.366 -3.581
C: -1.750 -0.577 -2.552
N: -1.186 0.146 -1.801
H: -2.268 -2.415 -3.541
H: -2.072 -0.906 -4.438
H: -3.628 -1.145 -3.508
C: 2.167 1.187 3.825
C: 1.709 0.764 2.524
N: 1.418 0.360 1.477
H: 2.957 1.924 3.679
H: 2.561 0.331 4.372
H: 1.309 1.648 4.316
C: 3.837 2.347 -1.792
C: 2.439 1.941 -1.573
N: 1.412 1.612 -1.273
H: 3.945 3.285 -2.337
H: 4.377 1.552 -2.306
H: 4.338 2.405 -0.826


What is the E in the third record? -2799.224893 Ha